Here is the ion CH4Cl2O2P with charge +1 in a non-equilibrium geometry from the Open Molecules 2025 dataset. Energies are from ωB97M-V/def2-TZVPD.

Geometry as XYZ:
```
10
Properties=species:S:1:pos:R:3:forces:R:3
C 1.25177 -0.54075 -0.11908 1.62 -0.28 -0.57
O 2.57474 -0.03719 0.21075 -2.97 -2.24 2.27
O -0.09449 -0.28375 0.61132 -1.38 1.09 1.19
P -1.69233 -0.25665 0.72587 3.49 0.02 0.76
Cl -2.35091 -1.28284 -0.78043 -0.39 -0.48 -0.96
Cl -1.83565 2.15130 -0.21171 1.16 0.01 -0.40
H 1.10372 -1.58065 -0.25650 0.94 -1.41 0.95
H -2.98045 2.65229 -0.08106 -1.08 0.30 0.17
H 1.04519 -0.24376 -1.09692 -0.19 1.63 -1.36
H 2.97840 -0.57802 0.99777 -1.20 1.35 -2.03
```
Positions in Å, forces in eV/Å.

Results
ΔE to the lowest compared entry with this formula, charge and spin = 62.4 kcal/mol
Total charge = +1
Total energy = -1452.4076 Ha
Highest occupied orbital energy = -15.63 eV
Kohn-Sham gap = 0.3614 Eh